(1)
Computed, not measured: C22H66CoF4N2O19S4 as an isolated structure, with ωB97M-V/def2-TZVPD.

The geometry in ORCA input format:
```
! wB97M-V def2-TZVPD RIJCOSX def2/J DEFGRID3
* xyz 0 4
Co -0.033 -0.669 -2.991
N -0.139 -0.374 -1.064
S -0.825 0.487 0.014
O -0.354 1.856 0.067
O -1.501 -0.086 1.167
F -2.118 0.657 -0.962
S 0.948 -1.049 0.102
O 0.452 -2.228 0.839
O 1.947 -0.190 0.712
F 1.864 -1.716 -1.030
N -1.283 0.281 -4.117
S -2.067 -0.448 -5.443
O -1.436 -1.703 -5.879
O -2.668 0.413 -6.451
F -3.328 -1.040 -4.679
S -1.896 1.655 -4.274
O -3.281 1.825 -3.918
O -1.349 2.552 -5.247
F -1.191 2.300 -2.985
C 0.730 2.115 3.095
C 1.346 2.752 4.359
O 0.297 3.533 4.945
H -0.047 1.412 3.396
H 1.465 1.524 2.548
H 0.337 2.775 2.321
H 2.184 3.374 4.045
H 1.768 1.954 4.969
H -0.071 4.145 4.303
C 1.846 2.735 -4.081
C 1.886 1.881 -2.798
O 1.710 0.598 -3.214
H 2.625 2.403 -4.767
H 2.005 3.789 -3.852
H 0.927 2.587 -4.649
H 1.101 2.148 -2.091
H 2.843 1.978 -2.285
H 2.608 0.335 -3.430
C -4.935 -0.258 0.296
C -4.992 0.863 1.332
O -6.205 1.602 1.075
H -5.898 -0.759 0.205
H -4.345 -1.089 0.683
H -4.587 0.108 -0.670
H -4.107 1.496 1.265
H -5.079 0.466 2.344
H -5.974 2.415 0.618
C 0.872 -6.913 0.917
C 0.121 -5.750 1.604
O 0.139 -5.991 2.962
H 0.529 -7.896 1.237
H 1.936 -6.917 1.156
H 0.743 -6.812 -0.161
H -0.912 -5.688 1.259
H 0.607 -4.826 1.291
H 1.060 -6.114 3.203
C 5.356 -1.274 -0.537
C 6.706 -0.697 -1.009
O 6.835 -0.905 -2.404
H 4.523 -0.861 -1.106
H 5.109 -1.039 0.499
H 5.441 -2.353 -0.664
H 7.527 -1.122 -0.431
H 6.827 0.374 -0.849
H 7.750 -0.748 -2.647
C -4.046 3.290 -1.335
C -4.869 4.434 -0.772
O -5.636 4.095 0.314
H -3.503 3.694 -2.189
H -4.642 2.418 -1.608
H -3.344 2.873 -0.613
H -5.518 4.788 -1.573
H -4.243 5.279 -0.484
H -6.110 4.886 0.580
C 3.006 -5.015 -1.179
C 1.734 -5.042 -2.020
O 1.902 -4.320 -3.236
H 3.799 -5.591 -1.656
H 2.812 -5.390 -0.174
H 3.368 -3.989 -1.118
H 0.875 -4.633 -1.488
H 1.489 -6.100 -2.117
H 1.640 -3.409 -3.079
C 0.704 -2.600 4.316
C -0.732 -2.072 4.416
O -1.239 -2.483 5.662
H 1.207 -2.102 3.487
H 0.675 -3.674 4.132
H 1.364 -2.461 5.172
H -1.290 -2.394 3.537
H -0.634 -0.990 4.336
H -1.308 -3.438 5.582
C -2.555 -3.105 -0.831
C -2.687 -2.334 -2.162
O -1.440 -2.391 -2.796
H -2.100 -2.519 -0.033
H -2.014 -4.037 -0.998
H -3.567 -3.391 -0.547
H -2.857 -1.258 -2.117
H -3.435 -2.838 -2.775
H -1.373 -3.277 -3.160
C -2.395 3.851 2.200
C -2.054 5.279 2.535
O -0.803 5.362 3.151
H -1.679 3.457 1.480
H -3.375 3.723 1.740
H -2.310 3.251 3.107
H -2.751 5.700 3.260
H -2.083 5.860 1.613
H -0.614 6.284 3.340
C 3.950 2.504 0.341
C 4.830 3.258 1.255
O 4.714 4.629 0.985
H 2.881 2.598 0.528
H 4.198 1.452 0.482
H 4.135 2.735 -0.708
H 5.868 2.939 1.161
H 4.504 3.181 2.292
H 5.202 5.160 1.619
*
```

Computed properties:
Expectation value of S²: 3.756
ΔE to the lowest compared entry with this formula, charge and spin in eV: 0.0000
Gap between HOMO and LUMO (spin up / spin down) in eV: 7.62 / 6.52
E in Ha: -5791.572334
LUMO (spin up / spin down) in eV: -1.675 / -2.779

Löwdin atomic charge list, values in e, 99 entries: atom 1 (Co): 0.911, atom 2 (N): -0.320, atom 3 (S): 0.462, atom 4 (O): -0.243, atom 5 (O): -0.217, atom 6 (F): -0.216, atom 7 (S): 0.615, atom 8 (O): -0.255, atom 9 (O): -0.235, atom 10 (F): -0.204, atom 11 (N): -0.341, atom 12 (S): 0.640, atom 13 (O): -0.272, atom 14 (O): -0.218, atom 15 (F): -0.154, atom 16 (S): 0.441, atom 17 (O): -0.229, atom 18 (O): -0.237, atom 19 (F): -0.182, atom 20 (C): -0.093, atom 21 (C): -0.273, atom 22 (O): -0.093, atom 23 (H): 0.069, atom 24 (H): 0.045, atom 25 (H): 0.048, atom 26 (H): 0.093, atom 27 (H): 0.108, atom 28 (H): 0.018, atom 29 (C): -0.034, atom 30 (C): -0.296, atom 31 (O): -0.112, atom 32 (H): 0.080, atom 33 (H): 0.091, atom 34 (H): 0.050, atom 35 (H): 0.102, atom 36 (H): 0.110, atom 37 (H): 0.132, atom 38 (C): -0.089, atom 39 (C): -0.280, atom 40 (O): -0.095, atom 41 (H): 0.076, atom 42 (H): 0.057, atom 43 (H): 0.055, atom 44 (H): 0.084, atom 45 (H): 0.112, atom 46 (H): 0.010, atom 47 (C): -0.081, atom 48 (C): -0.331, atom 49 (O): -0.066, atom 50 (H): 0.079, atom 51 (H): 0.068, atom 52 (H): 0.051, atom 53 (H): 0.115, atom 54 (H): 0.087, atom 55 (H): 0.088, atom 56 (C): -0.076, atom 57 (C): -0.321, atom 58 (O): -0.080, atom 59 (H): 0.051, atom 60 (H): 0.074, atom 61 (H): 0.071, atom 62 (H): 0.108, atom 63 (H): 0.099, atom 64 (H): 0.082, atom 65 (C): -0.069, atom 66 (C): -0.327, atom 67 (O): -0.073, atom 68 (H): 0.075, atom 69 (H): 0.079, atom 70 (H): 0.053, atom 71 (H): 0.116, atom 72 (H): 0.111, atom 73 (H): 0.114, atom 74 (C): -0.066, atom 75 (C): -0.318, atom 76 (O): -0.066, atom 77 (H): 0.083, atom 78 (H): 0.053, atom 79 (H): 0.055, atom 80 (H): 0.093, atom 81 (H): 0.103, atom 82 (H): 0.045, atom 83 (C): -0.085, atom 84 (C): -0.313, atom 85 (O): -0.063, atom 86 (H): 0.054, atom 87 (H): 0.049, atom 88 (H): 0.076, atom 89 (H): 0.107, atom 90 (H): 0.102, atom 91 (H): 0.081, atom 92 (C): -0.039, atom 93 (C): -0.271, atom 94 (O): -0.144, atom 95 (H): 0.056, atom 96 (H): 0.075, atom 97 (H): 0.082, atom 98 (H): 0.095, atom 99 (H): 0.127

=====

(2)
Computed, not measured: a 11-piece molecular cluster, C22H66N6O11 overall, with ωB97M-V/def2-TZVPD.

The geometry in ORCA input format:
```
! wB97M-V def2-TZVPD RIJCOSX def2/J DEFGRID3
* xyz 0 1
N 3.343 -4.601 0.261
C 2.229 -4.170 -0.329
N 2.376 -4.413 -1.612
O 1.276 -3.666 0.285
H 4.059 -5.119 -0.228
H 3.246 -4.649 1.265
H 2.969 -5.076 -2.092
H 1.608 -3.979 -2.103
N -2.748 0.606 -3.297
C -2.422 1.019 -4.502
N -2.702 2.278 -4.562
O -2.050 0.296 -5.399
H -2.327 -0.304 -3.179
H -2.733 1.376 -2.643
H -3.375 2.515 -3.847
H -2.581 2.990 -5.268
N -2.487 -1.438 3.087
C -1.574 -2.366 3.181
N -0.833 -2.432 2.191
O -1.516 -3.122 4.118
H -3.276 -1.643 3.682
H -2.530 -0.765 2.335
H -0.778 -1.704 1.493
H -0.129 -3.144 2.059
C 0.099 1.093 5.599
C -0.064 2.282 4.578
C -0.996 2.152 3.328
O -0.473 3.467 5.350
H -0.154 0.087 5.266
H -0.594 1.329 6.407
H 1.095 1.094 6.042
H 0.945 2.401 4.182
H -0.476 1.721 2.473
H -1.310 3.106 2.904
H -1.846 1.550 3.649
H -0.425 4.294 4.865
C -2.432 -2.554 -2.322
C -2.391 -3.988 -1.987
C -3.438 -4.263 -0.977
O -2.747 -4.681 -3.175
H -2.384 -1.919 -1.437
H -3.319 -2.320 -2.910
H -1.579 -2.489 -2.997
H -1.440 -4.410 -1.662
H -3.061 -3.914 -0.016
H -3.660 -5.323 -0.856
H -4.363 -3.716 -1.162
H -1.936 -4.849 -3.662
C 4.238 2.482 -1.223
C 3.767 3.764 -0.550
C 3.371 4.922 -1.512
O 2.739 3.483 0.394
H 4.358 1.677 -0.498
H 5.163 2.604 -1.786
H 3.453 2.212 -1.928
H 4.673 3.945 0.027
H 4.219 5.145 -2.160
H 3.227 5.825 -0.919
H 2.591 4.637 -2.219
H 2.872 3.693 1.322
C 2.785 -1.280 -3.403
C 1.935 -0.786 -4.542
O 1.681 -1.743 -5.455
H 3.144 -0.477 -2.758
H 3.481 -2.047 -3.743
H 2.022 -1.751 -2.784
H 2.382 0.035 -5.103
H 0.933 -0.421 -4.319
H 1.182 -1.313 -6.153
C -0.053 -0.240 -0.818
C 1.160 0.429 -0.353
O 1.018 1.766 -0.610
H -0.948 -0.174 -0.199
H 0.327 -1.255 -0.708
H -0.242 -0.057 -1.876
H 2.032 -0.119 -0.711
H 1.452 0.379 0.696
H 1.845 2.112 -0.269
C -0.870 4.486 -1.607
C -1.432 3.804 -0.317
O -1.773 2.455 -0.554
H -1.641 4.393 -2.372
H 0.042 3.948 -1.865
H -0.573 5.515 -1.408
H -2.268 4.379 0.082
H -0.568 3.897 0.340
H -1.016 1.999 -0.929
C 3.033 -1.865 2.500
C 3.109 -3.148 3.269
O 4.205 -3.988 2.872
H 2.292 -1.162 2.881
H 2.750 -2.201 1.503
H 3.982 -1.363 2.309
H 2.176 -3.706 3.187
H 3.239 -2.736 4.269
H 4.380 -4.649 3.547
C -4.851 1.152 3.038
C -4.436 1.949 1.815
O -3.354 1.186 1.202
H -5.200 0.151 2.788
H -5.751 1.584 3.475
H -4.148 1.115 3.870
H -4.006 2.905 2.113
H -5.332 2.064 1.204
H -2.894 1.748 0.574
*
```

Computed properties:
Structure (SMILES): NC(N)=O.NC(N)=O.NC(N)=O.CC(C)O.CC(C)O.CC(C)O.CCO.CCO.CCO.CCO.CCO
Gap between HOMO and LUMO in eV: 9.10
E in Ha: -2033.895781
LUMO in eV: 0.070

Löwdin atomic charge list, values in e, 99 entries: atom 1 (N): 0.167, atom 2 (C): -0.707, atom 3 (N): 0.163, atom 4 (O): 0.005, atom 5 (H): 0.115, atom 6 (H): 0.076, atom 7 (H): 0.122, atom 8 (H): 0.101, atom 9 (N): 0.173, atom 10 (C): -0.789, atom 11 (N): 0.160, atom 12 (O): 0.044, atom 13 (H): 0.068, atom 14 (H): 0.089, atom 15 (H): 0.108, atom 16 (H): 0.125, atom 17 (N): 0.180, atom 18 (C): -0.859, atom 19 (N): 0.207, atom 20 (O): 0.033, atom 21 (H): 0.116, atom 22 (H): 0.078, atom 23 (H): 0.097, atom 24 (H): 0.096, atom 25 (C): -0.033, atom 26 (C): -0.410, atom 27 (C): -0.040, atom 28 (O): -0.079, atom 29 (H): 0.069, atom 30 (H): 0.072, atom 31 (H): 0.068, atom 32 (H): 0.104, atom 33 (H): 0.066, atom 34 (H): 0.066, atom 35 (H): 0.057, atom 36 (H): 0.073, atom 37 (C): -0.083, atom 38 (C): -0.531, atom 39 (C): -0.060, atom 40 (O): -0.044, atom 41 (H): 0.082, atom 42 (H): 0.099, atom 43 (H): 0.086, atom 44 (H): 0.139, atom 45 (H): 0.079, atom 46 (H): 0.086, atom 47 (H): 0.090, atom 48 (H): 0.086, atom 49 (C): -0.060, atom 50 (C): -0.458, atom 51 (C): -0.025, atom 52 (O): -0.068, atom 53 (H): 0.087, atom 54 (H): 0.088, atom 55 (H): 0.072, atom 56 (H): 0.131, atom 57 (H): 0.075, atom 58 (H): 0.079, atom 59 (H): 0.075, atom 60 (H): 0.112, atom 61 (C): -0.054, atom 62 (C): -0.396, atom 63 (O): -0.058, atom 64 (H): 0.063, atom 65 (H): 0.086, atom 66 (H): 0.046, atom 67 (H): 0.110, atom 68 (H): 0.105, atom 69 (H): 0.099, atom 70 (C): -0.084, atom 71 (C): -0.364, atom 72 (O): -0.072, atom 73 (H): 0.075, atom 74 (H): 0.069, atom 75 (H): 0.082, atom 76 (H): 0.102, atom 77 (H): 0.118, atom 78 (H): 0.031, atom 79 (C): -0.063, atom 80 (C): -0.285, atom 81 (O): -0.107, atom 82 (H): 0.061, atom 83 (H): 0.055, atom 84 (H): 0.075, atom 85 (H): 0.117, atom 86 (H): 0.098, atom 87 (H): 0.046, atom 88 (C): -0.097, atom 89 (C): -0.308, atom 90 (O): -0.095, atom 91 (H): 0.077, atom 92 (H): 0.039, atom 93 (H): 0.082, atom 94 (H): 0.111, atom 95 (H): 0.109, atom 96 (H): 0.091, atom 97 (C): -0.106, atom 98 (C): -0.273, atom 99 (O): -0.122